Entry 1:
# C4H6LiO3

C4H6LiO3 as an isolated structure (wB97M-V/def2-TZVPD, OMol25).

## Properties
Spin multiplicity: 2
Orbital gap (spin up / spin down) in eV: 6.95 / 6.70
Energy relative to the best compared isomer or geometry (same formula, charge and spin) in kJ/mol: 278.0
Net charge: 0

```
14
C4H6LiO3 | OMol25 | wB97M-V/def2-TZVPD
C 0.031 -0.746 0.704
O 0.428 -0.386 1.863
Li 2.153 0.089 1.181
O 1.189 -1.186 0.008
C 1.058 -2.296 -0.848
H 2.070 -2.607 -1.137
H 0.607 -3.115 -0.269
H 0.471 -2.016 -1.734
O -0.284 0.669 -0.193
C -1.345 1.398 0.100
C -1.392 2.747 -0.048
H -2.147 0.868 0.630
H -2.358 3.248 -0.079
H -0.481 3.334 -0.179
```

Results of the Mulliken charge analysis, in e, for atoms 1 through 5: atom 1 (C): 0.184, atom 2 (O): -0.718, atom 3 (Li): 0.891, atom 4 (O): -0.259, atom 5 (C): -0.712

---

Entry 2:
# C4H6MgMnO4

C4H6MgMnO4 as an isolated structure (wB97M-V/def2-TZVPD, OMol25).

## Properties
Spin multiplicity: 6
Orbital gap (spin up / spin down) in eV: 5.87 / 6.54
Energy relative to the best compared isomer or geometry (same formula, charge and spin) in kJ/mol: 133.5
Net charge: 0

```
16
C4H6MgMnO4 | OMol25 | wB97M-V/def2-TZVPD
O -2.350 0.935 3.254
Mn -0.758 0.875 2.449
O -2.352 0.103 -0.632
C -2.046 -0.448 0.485
C -0.726 -0.786 0.791
O 0.142 -0.673 -0.303
C 1.378 0.042 -0.177
C 1.878 0.270 -1.603
O 0.874 0.788 -2.415
Mg -0.855 0.190 -1.926
H -2.935 -0.434 1.362
H -0.515 -1.602 1.494
H 2.083 -0.528 0.444
H 1.175 1.015 0.304
H 2.256 -0.697 -1.991
H 2.750 0.948 -1.537
```

Results of the Mulliken charge analysis, in e, for atoms 1 through 5: atom 1 (O): -0.969, atom 2 (Mn): 0.645, atom 3 (O): -0.552, atom 4 (C): 0.770, atom 5 (C): -1.149

---

Entry 3:
# C4H6N

C4H6N as an isolated structure (wB97M-V/def2-TZVPD, OMol25).

## Properties
Spin multiplicity: 1
Orbital gap in eV: 12.27
Energy relative to the best compared isomer or geometry (same formula, charge and spin) in kJ/mol: 336.6
Net charge: +1

```
11
C4H6N | OMol25 | wB97M-V/def2-TZVPD
C 0.915 0.889 -0.027
C -0.383 1.315 -0.025
C -0.560 -0.209 0.002
C 1.380 -0.739 0.026
N 2.075 0.545 0.040
H -0.540 1.906 0.937
H -0.812 1.857 -0.748
H -0.920 -0.538 0.946
H -0.938 -0.480 -0.908
H 1.517 -1.354 0.943
H 1.496 -1.170 -1.061
```

Results of the Mulliken charge analysis, in e, for atoms 1 through 5: atom 1 (C): 0.503, atom 2 (C): -0.276, atom 3 (C): -0.461, atom 4 (C): -0.379, atom 5 (N): -0.270

---

Entry 4:
# C4H6N2

A single C4H6N2 molecule (wB97M-V/def2-TZVPD, OMol25).

## Properties
Spin multiplicity: 1
Orbital gap in eV: 8.74
Energy relative to the best compared isomer or geometry (same formula, charge and spin) in kJ/mol: 144.1
SMILES: Nc1ccc[nH]1
Net charge: 0

```
12
C4H6N2 | OMol25 | wB97M-V/def2-TZVPD
N 2.050 -0.043 -0.178
C 0.712 0.013 0.227
C -0.100 1.051 0.534
C -1.440 0.612 0.160
C -1.381 -0.695 -0.176
N -0.047 -1.165 -0.008
H 2.100 -0.825 -0.824
H 2.266 0.792 -0.719
H 0.212 2.045 0.830
H -2.270 1.279 -0.015
H -2.088 -1.340 -0.685
H -0.014 -1.724 0.853
```

Results of the Mulliken charge analysis, in e, for atoms 1 through 5: atom 1 (N): -0.614, atom 2 (C): 0.360, atom 3 (C): -0.582, atom 4 (C): -0.217, atom 5 (C): -0.616

---

Entry 5:
# C4H6N2

A single C4H6N2 molecule (wB97M-V/def2-TZVPD, OMol25).

## Properties
Spin multiplicity: 1
Orbital gap in eV: 11.08
Energy relative to the best compared isomer or geometry (same formula, charge and spin) in kJ/mol: 223.2
SMILES: N#CC[C@H]1CN1
Net charge: 0

```
12
C4H6N2 | OMol25 | wB97M-V/def2-TZVPD
N 3.280 -0.859 -0.267
C 2.126 -0.942 -0.207
C 0.743 -0.613 -0.556
C -0.171 0.052 0.492
C -1.210 1.012 0.049
N -1.593 -0.317 0.506
H 1.231 0.072 -1.291
H 0.197 -1.403 -1.089
H 0.280 0.244 1.464
H -1.352 1.170 -1.018
H -1.412 1.884 0.669
H -1.982 -0.268 1.448
```

Results of the Mulliken charge analysis, in e, for atoms 1 through 5: atom 1 (N): -0.462, atom 2 (C): 0.081, atom 3 (C): -0.492, atom 4 (C): 0.145, atom 5 (C): -0.469

---

Entry 6:
# C4H6N2

A single C4H6N2 molecule (wB97M-V/def2-TZVPD, OMol25).

## Properties
Spin multiplicity: 1
Orbital gap in eV: 8.13
Energy relative to the best compared isomer or geometry (same formula, charge and spin) in kJ/mol: 462.6
Net charge: 0

```
12
C4H6N2 | OMol25 | wB97M-V/def2-TZVPD
C 1.694 -0.491 -0.257
C 0.399 -0.033 -0.782
C -0.801 -0.645 -0.102
N -1.569 0.463 0.475
C -0.964 1.665 0.506
N -0.424 2.691 0.600
H 2.300 -0.817 -1.112
H 1.719 -1.236 0.554
H 2.205 0.430 0.073
H -1.375 -1.111 -0.919
H -0.624 -1.412 0.671
H -2.561 0.497 0.293
```

Results of the Mulliken charge analysis, in e, for atoms 1 through 5: atom 1 (C): -0.859, atom 2 (C): -0.293, atom 3 (C): -0.191, atom 4 (N): -0.245, atom 5 (C): 0.335

---

Entry 7:
# C4H6N2

A single C4H6N2 molecule (wB97M-V/def2-TZVPD, OMol25).

## Properties
Spin multiplicity: 1
Orbital gap in eV: 8.75
Energy relative to the best compared isomer or geometry (same formula, charge and spin) in kJ/mol: 455.2
Net charge: 0

```
12
C4H6N2 | OMol25 | wB97M-V/def2-TZVPD
C -1.147 -0.710 -0.909
C 0.264 -0.203 -1.028
C -1.865 -0.447 0.197
C 1.758 0.904 0.888
N 0.790 0.272 0.062
N 0.423 0.635 1.288
H -1.610 -1.264 -1.743
H 0.856 -0.695 -1.812
H -1.436 0.139 1.003
H -2.812 -0.945 0.228
H 2.694 0.348 1.182
H 2.084 1.965 0.645
```

Results of the Mulliken charge analysis, in e, for atoms 1 through 5: atom 1 (C): -0.073, atom 2 (C): -0.158, atom 3 (C): -0.807, atom 4 (C): -0.195, atom 5 (N): 0.303

---

Entry 8:
# C4H6N2

C4H6N2 as an isolated structure (wB97M-V/def2-TZVPD, OMol25).

## Properties
Spin multiplicity: 1
Orbital gap in eV: 8.75
Energy relative to the best compared isomer or geometry (same formula, charge and spin) in kJ/mol: 744.7
Net charge: 0

```
12
C4H6N2 | OMol25 | wB97M-V/def2-TZVPD
C 0.898 1.130 0.400
C 0.179 -0.779 0.743
C -0.621 0.948 0.146
C -1.235 -0.474 0.293
N 1.639 0.255 -0.200
N 1.157 -1.045 -0.250
H -1.200 1.458 0.836
H -0.861 1.325 -0.865
H -1.690 -1.018 -0.572
H -1.970 -0.539 1.018
H 2.701 0.292 -0.422
H 1.003 -1.553 -1.127
```

Results of the Mulliken charge analysis, in e, for atoms 1 through 5: atom 1 (C): -0.474, atom 2 (C): -0.200, atom 3 (C): -0.063, atom 4 (C): -0.585, atom 5 (N): -0.020

---

Entry 9:
# C4H6N2

A 2-piece molecular cluster, C4H6N2 overall (wB97M-V/def2-TZVPD, OMol25).

## Properties
Spin multiplicity: 1
Orbital gap in eV: 10.21
Energy relative to the best compared isomer or geometry (same formula, charge and spin) in kJ/mol: 496.7
Net charge: 0

```
12
C4H6N2 | OMol25 | wB97M-V/def2-TZVPD
C -2.751 -0.963 -0.003
C -1.289 -0.924 0.043
C -0.085 -0.901 0.083
N 3.001 0.091 -0.033
N 2.548 1.242 0.098
C 2.162 2.317 0.417
H -3.161 0.003 -0.317
H -3.097 -1.723 -0.711
H -3.165 -1.204 0.981
H 0.989 -0.882 0.121
H 3.574 0.057 -0.878
H 1.275 2.887 0.200
```

Results of the Mulliken charge analysis, in e, for atoms 1 through 5: atom 1 (C): -1.254, atom 2 (C): -0.159, atom 3 (C): 0.128, atom 4 (N): -0.787, atom 5 (N): 0.489

---

Entry 10:
# C4H6N2

A single C4H6N2 molecule (wB97M-V/def2-TZVPD, OMol25).

## Properties
Spin multiplicity: 1
Orbital gap in eV: 10.39
Energy relative to the best compared isomer or geometry (same formula, charge and spin) in kJ/mol: 258.9
SMILES: CC1=NCN=C1
Net charge: 0

```
12
C4H6N2 | OMol25 | wB97M-V/def2-TZVPD
C 1.863 -1.006 -0.131
C 0.597 -0.153 -0.205
N -0.257 -0.122 -1.186
C -1.310 0.615 -0.469
N -1.223 0.695 0.992
C 0.020 0.147 1.053
H 1.551 -1.866 0.471
H 2.780 -0.500 0.291
H 2.061 -1.370 -1.124
H -1.067 1.678 -0.253
H -2.274 0.327 -0.881
H 0.442 -0.134 2.006
```

Results of the Mulliken charge analysis, in e, for atoms 1 through 5: atom 1 (C): -1.139, atom 2 (C): 0.669, atom 3 (N): -0.557, atom 4 (C): -0.244, atom 5 (N): -0.527

---

Entry 11:
# C4H6N2

A single C4H6N2 molecule (wB97M-V/def2-TZVPD, OMol25).

## Properties
Spin multiplicity: 1
Orbital gap in eV: 8.68
Energy relative to the best compared isomer or geometry (same formula, charge and spin) in kJ/mol: 367.8
Net charge: 0

```
12
C4H6N2 | OMol25 | wB97M-V/def2-TZVPD
C -0.212 -0.864 -0.529
C -0.803 -0.248 0.658
C 0.206 0.529 -0.033
C 1.564 0.932 0.359
N 2.146 0.425 1.471
N 2.452 -0.070 2.447
H 0.503 -1.661 -0.432
H -0.659 -0.901 -1.551
H -1.776 0.237 0.418
H -0.392 -0.386 1.605
H -0.163 1.339 -0.642
H 2.352 1.478 -0.279
```

Results of the Mulliken charge analysis, in e, for atoms 1 through 5: atom 1 (C): -0.569, atom 2 (C): -0.459, atom 3 (C): -0.164, atom 4 (C): -0.231, atom 5 (N): 0.390

---

Entry 12:
# C4H6N2

A single C4H6N2 molecule (wB97M-V/def2-TZVPD, OMol25).

## Properties
Spin multiplicity: 1
Orbital gap (spin up / spin down) in eV: 8.30 / 8.30
Energy relative to the best compared isomer or geometry (same formula, charge and spin) in kJ/mol: 381.5
Net charge: 0

```
12
C4H6N2 | OMol25 | wB97M-V/def2-TZVPD
C -1.601 0.431 0.718
C -0.226 0.392 0.739
C -1.385 -0.395 -1.390
C 1.816 -0.326 -0.074
N -2.096 0.053 -0.506
N 0.442 -0.062 -0.269
H -2.256 0.920 1.541
H 0.280 0.598 1.694
H -1.493 -0.326 -2.406
H 2.228 0.342 0.705
H 1.815 -1.373 0.326
H 2.475 -0.253 -1.076
```

Results of the Mulliken charge analysis, in e, for atoms 1 through 5: atom 1 (C): -0.620, atom 2 (C): 0.235, atom 3 (C): -0.064, atom 4 (C): -0.674, atom 5 (N): -0.215

---

Entry 13:
# C4H6N2

A 2-piece molecular cluster, C4H6N2 overall (wB97M-V/def2-TZVPD, OMol25).

## Properties
Spin multiplicity: 1
Orbital gap in eV: 9.32
Energy relative to the best compared isomer or geometry (same formula, charge and spin) in kJ/mol: 366.9
SMILES: [H]/N=C\C=C.C#N
Net charge: 0

```
12
C4H6N2 | OMol25 | wB97M-V/def2-TZVPD
H -1.066 -1.758 -1.380
N -0.204 -2.148 -0.997
C 0.524 -1.295 -0.385
C 0.476 0.189 -0.561
C -0.533 0.833 -1.165
H 1.543 -1.663 -0.235
H 1.406 0.655 -0.258
H -1.281 0.312 -1.745
H -0.842 1.803 -0.810
C -0.021 0.804 2.440
N 0.352 1.568 1.649
H -0.355 0.699 3.448
```

Results of the Mulliken charge analysis, in e, for atoms 1 through 5: atom 1 (H): 0.251, atom 2 (N): -0.550, atom 3 (C): 0.002, atom 4 (C): -0.207, atom 5 (C): -0.716

---

Entry 14:
# C4H6N2

A 2-piece molecular cluster, C4H6N2 overall (wB97M-V/def2-TZVPD, OMol25).

## Properties
Spin multiplicity: 1
Orbital gap in eV: 8.30
Energy relative to the best compared isomer or geometry (same formula, charge and spin) in kJ/mol: 367.8
Net charge: 0

```
12
C4H6N2 | OMol25 | wB97M-V/def2-TZVPD
N 0.870 1.376 0.841
C 0.710 0.756 -0.319
C -1.278 -0.105 -0.648
C -1.106 -1.194 0.139
C 1.621 -0.318 -0.595
N 2.374 -1.110 -1.006
H 1.447 1.053 1.618
H 0.322 2.212 1.024
H -1.172 -0.166 -1.730
H -1.799 0.781 -0.284
H -1.300 -1.163 1.213
H -0.690 -2.122 -0.254
```

Results of the Mulliken charge analysis, in e, for atoms 1 through 5: atom 1 (N): -0.289, atom 2 (C): -0.233, atom 3 (C): -0.517, atom 4 (C): -0.532, atom 5 (C): 0.437

---

Entry 15:
# C4H6N2

A 2-piece molecular cluster, C4H6N2 overall (wB97M-V/def2-TZVPD, OMol25).

## Properties
Spin multiplicity: 1
Orbital gap (spin up / spin down) in eV: 8.59 / 8.66
Energy relative to the best compared isomer or geometry (same formula, charge and spin) in kJ/mol: 548.6
Net charge: 0

```
12
C4H6N2 | OMol25 | wB97M-V/def2-TZVPD
N -1.974 -0.744 -1.422
C -1.470 0.022 -0.714
C -0.857 1.009 0.181
C 0.187 0.399 1.095
C 0.907 -1.405 -1.064
N 1.236 1.056 1.356
H -0.385 1.798 -0.411
H -1.651 1.470 0.783
H -0.063 -0.585 1.504
H 1.160 -1.021 -2.075
H 0.907 -2.506 -1.210
H 1.829 0.519 1.991
```

Results of the Mulliken charge analysis, in e, for atoms 1 through 5: atom 1 (N): -0.433, atom 2 (C): 0.244, atom 3 (C): -0.315, atom 4 (C): -0.139, atom 5 (C): -0.440

---

Entry 16:
# C4H6N2

A single C4H6N2 molecule (wB97M-V/def2-TZVPD, OMol25).

## Properties
Spin multiplicity: 1
Orbital gap in eV: 9.99
Energy relative to the best compared isomer or geometry (same formula, charge and spin) in kJ/mol: 143.2
SMILES: Cc1cn[nH]c1
Net charge: 0

```
12
C4H6N2 | OMol25 | wB97M-V/def2-TZVPD
C -1.685 -0.497 0.191
C -0.319 0.139 -0.067
C 0.343 1.313 0.406
N 1.684 1.183 0.433
N 1.898 0.010 -0.184
C 0.746 -0.577 -0.577
H -2.567 0.134 0.053
H -1.815 -1.399 -0.422
H -1.732 -0.865 1.232
H -0.099 2.303 0.509
H 2.777 -0.492 -0.160
H 0.769 -1.254 -1.413
```

Results of the Mulliken charge analysis, in e, for atoms 1 through 5: atom 1 (C): -1.069, atom 2 (C): 0.451, atom 3 (C): -0.335, atom 4 (N): -0.665, atom 5 (N): 0.191

---

Entry 17:
# C4H6N2

C4H6N2 as an isolated structure (wB97M-V/def2-TZVPD, OMol25).

## Properties
Spin multiplicity: 1
Orbital gap in eV: 9.81
Energy relative to the best compared isomer or geometry (same formula, charge and spin) in kJ/mol: 415.0
Net charge: 0

```
12
C4H6N2 | OMol25 | wB97M-V/def2-TZVPD
C -1.123 0.920 -0.198
C -0.569 -0.201 0.625
N 0.116 -1.488 -0.577
C 0.838 -0.567 0.326
C 1.712 0.350 -0.413
N 2.379 1.112 -0.971
H -0.510 1.289 -1.037
H -2.133 0.688 -0.555
H -1.236 1.743 0.523
H -0.764 -1.724 -0.064
H -0.047 -1.069 -1.491
H 1.404 -1.107 1.088
```

Results of the Mulliken charge analysis, in e, for atoms 1 through 5: atom 1 (C): -0.869, atom 2 (C): -0.372, atom 3 (N): -0.542, atom 4 (C): 0.312, atom 5 (C): -0.024

---

Entry 18:
# C4H6N2

A single C4H6N2 molecule (wB97M-V/def2-TZVPD, OMol25).

## Properties
Spin multiplicity: 1
Orbital gap in eV: 8.71
Energy relative to the best compared isomer or geometry (same formula, charge and spin) in kJ/mol: 95.7
SMILES: Nc1ccc[nH]1
Net charge: 0

```
12
C4H6N2 | OMol25 | wB97M-V/def2-TZVPD
N 2.066 0.011 0.204
C 0.677 0.043 0.052
C -0.180 1.100 0.076
C -1.515 0.571 -0.079
C -1.405 -0.761 -0.249
N -0.046 -1.154 -0.126
H 2.505 -0.767 -0.273
H 2.500 0.881 -0.084
H 0.085 2.142 0.194
H -2.434 1.135 -0.045
H -2.122 -1.547 -0.443
H -0.181 -1.653 0.757
```

Results of the Mulliken charge analysis, in e, for atoms 1 through 5: atom 1 (N): -0.508, atom 2 (C): 0.231, atom 3 (C): -0.423, atom 4 (C): -0.394, atom 5 (C): -0.588

---

Entry 19:
# C4H6N2

A single C4H6N2 molecule (wB97M-V/def2-TZVPD, OMol25).

## Properties
Spin multiplicity: 1
Orbital gap in eV: 10.93
Energy relative to the best compared isomer or geometry (same formula, charge and spin) in kJ/mol: 184.3
SMILES: N#CCN1CC1
Net charge: 0

```
12
C4H6N2 | OMol25 | wB97M-V/def2-TZVPD
N -1.294 1.958 -1.365
C -0.899 1.514 -0.373
C -0.418 0.883 0.877
N 0.114 -0.462 0.750
C 1.188 -0.698 -0.195
C -0.168 -1.259 -0.430
H 0.356 1.524 1.312
H -1.255 0.864 1.581
H 1.997 -1.327 0.173
H 1.498 0.120 -0.849
H -0.744 -0.809 -1.240
H -0.376 -2.308 -0.241
```

Results of the Mulliken charge analysis, in e, for atoms 1 through 5: atom 1 (N): -0.402, atom 2 (C): 0.322, atom 3 (C): -0.389, atom 4 (N): -0.273, atom 5 (C): -0.332